Record 1
{
  "formula": "C31H44MnN4P2",
  "method": "ωB97M-V/def2-TZVPD",
  "elements": ["Mn", "C", "C", "C", "C", "C", "C", "C", "C", "C", "H", "H", "H", "H", "H", "H", "H", "H", "H", "H", "H", "H", "H", "H", "H", "P", "P", "N", "N", "N", "N", "C", "C", "C", "C", "C", "C", "C", "C", "C", "C", "C", "C", "C", "C", "C", "C", "C", "C", "H", "H", "H", "H", "H", "H", "H", "H", "H", "H", "H", "H", "H", "H", "H", "H", "H", "H", "H", "H", "C", "C", "C", "C", "H", "H", "H", "H", "H", "H", "H", "H", "H"],
  "xyz": [[0.17, -1.72, -0.11], [-0.94, 2.55, 3.45], [-1.37, 2.01, 2.30], [-0.46, 1.55, 1.17], [0.66, 0.60, 1.64], [1.94, 1.31, 1.96], [2.11, 2.59, 2.29], [1.09, 3.71, 2.40], [0.10, 3.59, 3.59], [0.86, -2.63, 1.53], [-1.51, 2.36, 4.37], [-2.43, 1.74, 2.15], [-0.06, 2.36, 0.56], [-1.08, 0.99, 0.45], [0.34, 0.06, 2.54], [0.81, -0.26, 0.87], [2.82, 0.67, 1.94], [3.14, 2.92, 2.51], [0.52, 3.87, 1.48], [1.68, 4.63, 2.57], [0.66, 3.50, 4.53], [-0.42, 4.57, 3.65], [-0.09, -2.89, 2.05], [1.52, -2.02, 2.17], [1.38, -3.53, 1.17], [1.81, -1.12, -1.55], [-1.99, -0.48, -1.38], [3.08, -0.01, -1.88], [2.31, -2.40, -2.63], [-2.02, 1.20, -2.14], [-3.53, -0.94, -2.35], [0.49, -0.37, -2.59], [-0.80, -1.22, -2.56], [4.25, 0.09, -1.11], [5.17, 0.85, -1.82], [4.57, 1.20, -3.08], [3.31, 0.64, -3.10], [2.68, -3.68, -2.24], [3.06, -4.40, -3.36], [2.91, -3.52, -4.50], [2.44, -2.31, -4.02], [-2.23, 2.43, -1.50], [-2.01, 3.46, -2.42], [-1.64, 2.85, -3.65], [-1.68, 1.48, -3.46], [-4.27, -0.33, -3.37], [-5.13, -1.27, -3.93], [-4.89, -2.51, -3.25], [-3.90, -2.28, -2.31], [0.80, -0.21, -3.64], [0.35, 0.64, -2.16], [-1.23, -1.27, -3.57], [-0.63, -2.28, -2.24], [4.29, -0.39, -0.14], [6.17, 1.13, -1.49], [5.01, 1.78, -3.89], [2.55, 0.65, -3.87], [2.62, -3.97, -1.19], [3.44, -5.41, -3.39], [3.11, -3.74, -5.54], [2.19, -1.39, -4.53], [-2.57, 2.48, -0.47], [-2.12, 4.52, -2.24], [-1.37, 3.33, -4.58], [-1.51, 0.67, -4.17], [-4.15, 0.72, -3.62], [-5.83, -1.10, -4.73], [-5.37, -3.45, -3.44], [-3.42, -2.95, -1.60], [-2.66, -0.84, 5.38], [-1.18, -0.44, 5.22], [-0.38, -0.28, 6.53], [-0.49, -1.40, 4.37], [-2.77, -1.93, 5.34], [-3.24, -0.42, 4.55], [-3.07, -0.48, 6.33], [-1.15, 0.54, 4.72], [-0.31, -1.22, 7.07], [0.65, 0.05, 6.31], [-0.82, 0.46, 7.21], [0.59, -1.31, 4.22], [-0.96, -2.36, 4.20]],
  "energy_ev": -88710.4261,
  "homo_lumo_gap_ev": [6.738, 5.944],
  "lumo_energy_ev": [-0.27, -0.49],
  "de_lowest_kcal_mol": 62.29,
  "s2": 8.870,
  "spin_multiplicity": 6,
  "e_homo_ev": [-7.0, -6.4]
}

---

Record 2
{
  "formula": "C5H8FN",
  "method": "ωB97M-V/def2-TZVPD",
  "elements": ["C", "C", "N", "C", "C", "C", "F", "H", "H", "H", "H", "H", "H", "H", "H"],
  "xyz": [[-1.14, 1.07, -1.16], [-0.99, 1.16, 0.31], [-1.11, -0.05, 1.10], [0.17, 0.62, 1.04], [1.38, 0.12, 0.30], [1.45, -1.01, -0.42], [0.40, -1.82, -0.68], [-2.21, 1.01, -1.35], [-0.67, 1.92, -1.62], [-0.69, 0.14, -1.52], [-1.39, 2.04, 0.81], [-1.01, -0.89, 0.57], [0.38, 1.26, 1.90], [2.23, 0.81, 0.21], [2.33, -1.35, -0.97]],
  "energy_ev": -9520.2725,
  "homo_lumo_gap_ev": 9.887,
  "smiles": "C[C@H]1N[C@H]1/C=C\\F",
  "lumo_energy_ev": 1.04,
  "de_lowest_kcal_mol": 34.97,
  "e_homo_ev": -8.8
}

---

Record 3
{
  "formula": "N2O4S2",
  "method": "ωB97M-V/def2-TZVPD",
  "elements": ["O", "S", "S", "O", "O", "O", "N", "N"],
  "xyz": [[-0.93, 0.84, -1.37], [0.51, 0.77, -1.37], [1.58, -0.02, 0.72], [2.95, 0.02, 0.62], [1.05, 1.42, 0.05], [0.90, -0.69, -0.65], [-2.82, -0.74, 0.42], [-1.73, -0.70, 0.84]],
  "energy_ev": -32839.2027,
  "homo_lumo_gap_ev": 10.344,
  "smiles": "O=[S@]12=[S@@](=O)(O1)O2.N#N",
  "lumo_energy_ev": -0.58,
  "de_lowest_kcal_mol": 3.24,
  "e_homo_ev": -10.9
}

---

Record 4
{
  "formula": "C33H21AsBiF9N3OS7",
  "method": "ωB97M-V/def2-TZVPD",
  "elements": ["Bi", "S", "C", "S", "C", "C", "S", "S", "S", "N", "C", "N", "C", "C", "C", "C", "C", "C", "S", "H", "H", "H", "H", "H", "H", "S", "C", "N", "F", "C", "F", "F", "C", "O", "C", "F", "F", "F", "C", "F", "F", "F", "C", "C", "C", "C", "C", "C", "As", "C", "C", "C", "C", "C", "C", "C", "C", "C", "C", "C", "C", "H", "H", "H", "H", "H", "H", "H", "H", "H", "H", "H", "H", "H", "H", "H"],
  "xyz": [[0.91, -0.70, -0.29], [1.36, -5.43, -6.00], [1.26, -4.35, -4.78], [1.96, -2.75, -4.83], [1.41, -2.22, -3.25], [0.70, -3.12, -2.54], [-0.05, -2.87, -0.97], [0.44, -4.68, -3.28], [1.82, -0.61, -2.77], [1.01, -3.34, 2.19], [1.13, -2.19, 2.84], [1.24, -1.03, 2.28], [1.27, 0.00, 3.18], [1.40, 1.34, 2.87], [1.41, 2.26, 3.89], [1.29, 1.86, 5.22], [1.18, 0.53, 5.55], [1.18, -0.40, 4.53], [1.07, -2.14, 4.61], [1.31, -3.34, 1.22], [1.07, -4.20, 2.70], [1.50, 1.64, 1.84], [1.52, 3.31, 3.67], [1.29, 2.61, 6.00], [1.11, 0.21, 6.58], [-2.34, -1.32, 3.14], [-1.66, -0.97, 1.76], [-1.17, -0.67, 0.73], [6.10, -2.41, -0.93], [4.80, -2.09, -1.07], [4.78, -0.84, -1.54], [4.31, -2.88, -2.02], [3.99, -2.24, 0.26], [2.68, -2.36, 0.06], [4.54, -3.51, 0.96], [4.66, -4.54, 0.12], [5.75, -3.34, 1.52], [3.73, -3.91, 1.95], [4.36, -1.03, 1.17], [5.67, -0.75, 1.17], [3.75, 0.10, 0.80], [4.03, -1.26, 2.44], [-3.94, 3.96, -4.14], [-3.94, 2.61, -4.46], [-3.13, 1.74, -3.76], [-2.32, 2.19, -2.72], [-2.32, 3.55, -2.42], [-3.13, 4.43, -3.13], [-1.37, 0.78, -1.64], [-0.76, 2.06, -0.29], [-1.39, 2.42, 0.89], [-0.88, 3.44, 1.67], [0.28, 4.11, 1.29], [0.95, 3.71, 0.14], [0.43, 2.69, -0.64], [-3.09, 0.02, -1.10], [-4.07, 0.68, -0.37], [-5.21, 0.02, 0.04], [-5.41, -1.30, -0.32], [-4.48, -1.95, -1.12], [-3.32, -1.29, -1.50], [-4.58, 4.65, -4.68], [-4.57, 2.25, -5.26], [-3.12, 0.68, -4.00], [-1.69, 3.94, -1.63], [-3.13, 5.48, -2.87], [-2.27, 1.88, 1.21], [-1.38, 3.72, 2.59], [0.67, 4.92, 1.89], [1.87, 4.19, -0.14], [0.94, 2.40, -1.55], [-3.92, 1.73, -0.11], [-5.94, 0.53, 0.65], [-6.29, -1.83, 0.02], [-4.64, -2.98, -1.42], [-2.57, -1.81, -2.08]],
  "energy_ev": -208067.5500,
  "homo_lumo_gap_ev": 6.990,
  "lumo_energy_ev": 2.27,
  "de_lowest_kcal_mol": 27.17,
  "charge": -1,
  "e_homo_ev": -4.7
}

---

Record 5
{
  "formula": "C3H7NOS2",
  "method": "ωB97M-V/def2-TZVPD",
  "elements": ["N", "C", "C", "O", "C", "S", "S", "H", "H", "H", "H", "H", "H", "H"],
  "xyz": [[1.25, -0.50, -1.44], [0.80, 0.29, -0.28], [1.69, -0.14, 0.95], [1.94, 0.53, 1.90], [-0.66, 0.04, 0.04], [-1.88, 1.21, -0.73], [-3.56, 0.19, 0.00], [2.21, -0.73, -1.24], [0.66, -1.30, -1.61], [1.14, 1.34, -0.29], [2.05, -1.20, 0.96], [-0.84, 0.15, 1.11], [-0.89, -0.97, -0.29], [-3.91, 1.11, 0.92]],
  "energy_ev": -28431.6164,
  "homo_lumo_gap_ev": 9.451,
  "smiles": "N[C@H](C=O)CSS",
  "lumo_energy_ev": 0.37,
  "de_lowest_kcal_mol": 37.49,
  "e_homo_ev": -9.1
}

---

Record 6
{
  "formula": "CH3NO2S",
  "method": "ωB97M-V/def2-TZVPD",
  "elements": ["C", "N", "O", "O", "S", "H", "H", "H"],
  "xyz": [[-1.76, -1.52, 0.21], [1.03, 0.94, -0.33], [-2.43, -0.84, -0.56], [1.74, -1.68, -0.49], [1.30, -0.64, 0.43], [-2.09, -2.40, 0.68], [0.07, 1.25, -0.07], [1.80, 1.61, -0.10]],
  "energy_ev": -17502.1917,
  "homo_lumo_gap_ev": [8.196, 8.465],
  "lumo_energy_ev": [-0.72, -0.33],
  "de_lowest_kcal_mol": 75.60,
  "e_homo_ev": [-8.9, -8.8]
}

---

Record 7
{
  "formula": "C5H12N",
  "method": "ωB97M-V/def2-TZVPD",
  "elements": ["C", "C", "C", "C", "C", "N", "H", "H", "H", "H", "H", "H", "H", "H", "H", "H", "H", "H"],
  "xyz": [[2.22, -0.81, 0.89], [-2.36, 1.89, 0.52], [1.30, -2.22, -0.79], [-0.87, 1.28, 0.15], [-0.82, 0.23, -0.81], [1.39, -1.09, 0.00], [2.31, 0.18, 1.36], [3.17, -1.32, 0.88], [-2.88, 2.20, -0.39], [-2.90, 1.29, 1.26], [-2.19, 2.92, 0.92], [1.04, -1.96, -1.88], [0.47, -2.83, -0.50], [2.22, -2.82, -0.69], [-0.54, 0.89, 1.17], [-0.31, 2.07, -0.11], [-1.51, -0.61, -0.65], [0.06, 0.21, -1.47]],
  "energy_ev": -6858.6697,
  "homo_lumo_gap_ev": 7.357,
  "lumo_energy_ev": -6.53,
  "de_lowest_kcal_mol": 112.74,
  "charge": 1,
  "e_homo_ev": -13.9
}

---

Record 8
{
  "formula": "C5H14",
  "method": "ωB97M-V/def2-TZVPD",
  "elements": ["C", "C", "C", "H", "H", "H", "H", "H", "H", "H", "H", "C", "C", "H", "H", "H", "H", "H", "H"],
  "xyz": [[0.61, 1.54, 0.83], [1.87, 1.41, 0.02], [1.84, 0.38, -1.24], [0.75, 2.43, 1.48], [-0.20, 1.65, 0.09], [0.45, 0.65, 1.41], [2.10, 2.35, -0.56], [2.80, 1.20, 0.66], [1.32, -0.46, -0.78], [1.07, 0.75, -2.06], [2.82, 0.51, -1.60], [-2.34, -1.44, 0.87], [-1.57, -1.62, -0.43], [-2.10, -2.34, 1.43], [-2.06, -0.51, 1.40], [-3.42, -1.58, 0.78], [-0.50, -1.65, -0.16], [-1.82, -0.84, -1.01], [-1.62, -2.45, -1.13]],
  "energy_ev": -5410.5931,
  "homo_lumo_gap_ev": 11.665,
  "smiles": "CCC.CC",
  "lumo_energy_ev": 1.13,
  "de_lowest_kcal_mol": 33.59,
  "e_homo_ev": -10.5
}